7 unconnected molecules or ions with the total composition C6H26IN2O6 at a distorted geometry, computed with the ωB97M-V functional and the def2-TZVPD basis.

Cartesian coordinates (Å):
C: -0.71 0.46 -2.01
C: 0.21 -0.57 -1.12
C: 0.95 0.11 0.18
I: 0.91 -1.47 1.76
N: 0.35 1.42 0.64
C: 1.10 2.00 1.83
C: 0.24 1.89 3.22
C: 0.60 3.04 4.35
N: 0.17 4.45 3.97
H: -1.47 -0.22 -2.62
H: -1.35 1.20 -1.36
H: -0.03 1.01 -2.82
H: -0.51 -1.45 -0.77
H: 0.99 -1.08 -1.85
H: 2.09 0.24 -0.12
H: 1.32 3.16 1.66
H: 2.16 1.51 2.01
H: -0.91 1.88 2.91
H: 0.46 0.84 3.74
H: 1.74 3.05 4.66
H: -0.01 2.74 5.33
H: 1.01 4.91 3.51
H: 0.08 4.97 4.89
O: -1.88 -2.51 -2.82
H: -2.56 -2.85 -2.22
H: -1.92 -3.12 -3.58
O: 1.71 3.70 -1.39
H: 1.45 3.02 -0.76
H: 1.48 4.53 -0.94
O: -0.68 -3.61 -5.22
H: -0.46 -3.91 -6.11
H: 0.12 -3.14 -4.93
O: 0.40 2.72 7.66
H: 0.14 2.03 8.29
H: 0.17 3.55 8.10
O: -3.29 -4.79 -3.88
H: -3.00 -4.61 -4.79
H: -2.89 -5.65 -3.68
O: 0.70 -6.23 -5.54
H: 0.48 -6.03 -4.61
H: 0.67 -7.20 -5.59

Computed properties:
E_HOMO = -2.556 eV
Net charge = -1
HOMO-LUMO gap = 4.4 eV
LUMO = 0.0679 hartree
E = -30006.8285 eV
Energy relative to the best compared isomer or geometry (same formula, charge and spin) = 89.83 kcal/mol

natural (NBO) population analysis, charges in e, atoms 1 to 8: -0.643 -0.432 -0.103 -0.233 -0.786 -0.243 -0.440 -0.237

=====

6 unconnected molecules or ions with the total composition C6H26N2O5 at a distorted geometry, computed with the ωB97M-V functional and the def2-TZVPD basis.

Cartesian coordinates (Å):
C: 1.37 -2.37 -2.55
N: 0.59 -1.56 -1.51
C: -0.06 -0.39 -2.00
C: 0.98 0.82 -1.82
C: 1.33 1.37 -0.34
C: 0.29 2.32 0.23
C: 0.62 3.58 1.00
N: -0.85 1.51 0.81
H: 1.54 -1.63 -3.44
H: 2.32 -2.51 -2.00
H: 1.19 -3.45 -2.84
H: -0.06 -2.28 -1.07
H: -0.90 -0.16 -1.29
H: -0.41 -0.16 -3.04
H: 0.84 1.69 -2.51
H: 2.01 0.48 -2.14
H: 2.34 1.93 -0.12
H: 1.52 0.60 0.38
H: -0.11 2.80 -0.72
H: 1.13 4.25 0.39
H: 1.23 3.53 1.92
H: -0.30 3.97 1.48
H: -1.22 2.20 1.55
H: -0.38 0.64 1.44
O: -1.90 -3.04 -0.78
H: -2.10 -3.97 -0.52
H: -1.87 -3.30 -1.70
O: 0.32 -0.87 3.32
H: 0.73 -0.08 3.64
H: 0.79 -1.23 2.53
O: -4.05 -0.10 -0.49
H: -4.34 0.22 0.39
H: -3.05 -0.36 -0.27
O: 2.19 -1.04 1.13
H: 3.11 -1.05 1.14
H: 1.52 -0.77 0.37
O: -2.55 -0.52 3.23
H: -1.91 0.10 2.82
H: -1.88 -1.18 3.36

Computed properties:
E_HOMO = -9.118 eV
HOMO-LUMO gap = 9.5 eV
LUMO = 0.0122 hartree
SMILES = CNCCC[C@H](C)N.O.O.O.O.O
E = -19857.6289 eV
Energy relative to the best compared isomer or geometry (same formula, charge and spin) = 111.94 kcal/mol

natural (NBO) population analysis, charges in e, atoms 1 to 8: -0.451 -0.682 -0.247 -0.408 -0.421 -0.058 -0.621 -0.848

=====

6 unconnected molecules or ions with the total composition C6H26NO5 at a distorted geometry, computed with the ωB97M-V functional and the def2-TZVPD basis.

Cartesian coordinates (Å):
C: -1.99 -1.22 -0.85
C: -1.52 -2.57 -0.17
C: -0.03 -2.56 0.10
C: 0.91 -2.53 -1.15
C: 1.15 -1.16 -1.79
C: 1.41 0.03 -1.03
N: 2.71 -0.04 -0.19
H: -2.03 -1.40 -1.94
H: -2.98 -0.85 -0.51
H: -1.26 -0.38 -0.61
H: -1.85 -3.42 -0.82
H: -2.19 -2.72 0.77
H: 0.34 -1.66 0.74
H: 0.07 -3.40 0.89
H: 1.80 -2.98 -0.86
H: 0.35 -3.21 -1.83
H: 2.15 -1.42 -2.36
H: 0.29 -1.05 -2.60
H: 0.56 0.45 -0.40
H: 1.63 0.90 -1.79
H: 2.77 1.04 0.19
H: 2.76 -0.70 0.57
H: 3.51 -0.23 -0.75
H: -1.93 1.74 1.96
H: -1.95 3.28 1.94
O: -1.52 2.54 1.55
H: -1.28 2.09 -0.94
H: -0.70 2.77 -2.18
O: -0.58 2.09 -1.54
H: 1.80 2.44 1.50
H: 3.08 2.01 2.30
O: 2.51 1.75 1.55
H: -2.91 -0.49 3.17
H: -3.29 -0.16 1.71
O: -3.16 0.19 2.56
H: 0.05 3.36 1.54
H: 0.54 3.68 0.18
O: 0.77 3.79 1.09

Computed properties:
E_HOMO = -13.845 eV
Net charge = +1
HOMO-LUMO gap = 11.2 eV
LUMO = -0.0989 hartree
E = -18364.5668 eV
Energy relative to the best compared isomer or geometry (same formula, charge and spin) = 36.74 kcal/mol

natural (NBO) population analysis, charges in e, atoms 1 to 8: -0.620 -0.416 -0.403 -0.416 -0.455 -0.234 -0.728 0.220

=====

8 unconnected molecules or ions with the total composition C6H26O7 at a distorted geometry, computed with the ωB97M-V functional and the def2-TZVPD basis.

Cartesian coordinates (Å):
C: -3.35 -1.29 0.06
C: -1.86 -1.02 -0.14
C: -1.05 -1.53 -1.11
C: -1.42 -2.65 -2.06
C: 0.26 -0.80 -1.36
C: 1.49 -1.69 -1.36
H: -3.75 -1.59 1.09
H: -3.79 -2.00 -0.69
H: -4.01 -0.46 -0.11
H: -1.58 -0.27 0.46
H: -1.55 -3.66 -1.54
H: -2.28 -2.43 -2.55
H: -0.55 -2.62 -2.82
H: 0.18 -0.18 -2.26
H: 0.54 -0.04 -0.54
H: 1.52 -2.40 -2.28
H: 2.38 -1.17 -1.43
H: 1.54 -2.23 -0.35
O: -0.92 0.23 2.40
H: -1.76 0.70 2.40
H: -0.42 0.88 2.99
O: 0.57 2.04 3.76
H: 1.44 1.61 3.46
H: 0.33 2.88 3.43
O: 1.21 -1.16 2.53
H: 0.46 -1.05 3.09
H: 0.89 -1.49 1.66
O: -0.83 1.94 -3.50
H: -1.60 2.44 -3.28
H: -1.21 1.15 -3.03
O: 2.67 0.96 2.49
H: 3.31 0.44 3.00
H: 2.00 0.29 2.09
O: 1.80 1.71 -2.49
H: 0.85 1.99 -2.55
H: 2.20 2.58 -2.25
O: 2.33 3.41 0.75
H: 2.50 2.60 1.13
H: 1.45 3.86 0.92

Computed properties:
E_HOMO = -8.835 eV
HOMO-LUMO gap = 9.0 eV
LUMO = 0.0072 hartree
SMILES = C/C=C(\C)CC.O.O.O.O.O.O.O
E = -20974.4837 eV
Energy relative to the best compared isomer or geometry (same formula, charge and spin) = 65.34 kcal/mol

natural (NBO) population analysis, charges in e, atoms 1 to 8: -0.667 -0.193 0.008 -0.656 -0.437 -0.592 0.218 0.207

=====

Repeat the fourth record exactly.
8 unconnected molecules or ions with the total composition C6H26O7 at a distorted geometry, computed with the ωB97M-V functional and the def2-TZVPD basis.

Cartesian coordinates (Å):
C: -3.35 -1.29 0.06
C: -1.86 -1.02 -0.14
C: -1.05 -1.53 -1.11
C: -1.42 -2.65 -2.06
C: 0.26 -0.80 -1.36
C: 1.49 -1.69 -1.36
H: -3.75 -1.59 1.09
H: -3.79 -2.00 -0.69
H: -4.01 -0.46 -0.11
H: -1.58 -0.27 0.46
H: -1.55 -3.66 -1.54
H: -2.28 -2.43 -2.55
H: -0.55 -2.62 -2.82
H: 0.18 -0.18 -2.26
H: 0.54 -0.04 -0.54
H: 1.52 -2.40 -2.28
H: 2.38 -1.17 -1.43
H: 1.54 -2.23 -0.35
O: -0.92 0.23 2.40
H: -1.76 0.70 2.40
H: -0.42 0.88 2.99
O: 0.57 2.04 3.76
H: 1.44 1.61 3.46
H: 0.33 2.88 3.43
O: 1.21 -1.16 2.53
H: 0.46 -1.05 3.09
H: 0.89 -1.49 1.66
O: -0.83 1.94 -3.50
H: -1.60 2.44 -3.28
H: -1.21 1.15 -3.03
O: 2.67 0.96 2.49
H: 3.31 0.44 3.00
H: 2.00 0.29 2.09
O: 1.80 1.71 -2.49
H: 0.85 1.99 -2.55
H: 2.20 2.58 -2.25
O: 2.33 3.41 0.75
H: 2.50 2.60 1.13
H: 1.45 3.86 0.92

Computed properties:
E_HOMO = -8.835 eV
HOMO-LUMO gap = 9.0 eV
LUMO = 0.0072 hartree
SMILES = C/C=C(\C)CC.O.O.O.O.O.O.O
E = -20974.4837 eV
Energy relative to the best compared isomer or geometry (same formula, charge and spin) = 65.34 kcal/mol

natural (NBO) population analysis, charges in e, atoms 1 to 8: -0.667 -0.193 0.008 -0.656 -0.437 -0.592 0.218 0.207